(1)
Density functional theory data (ωB97M-V/def2-TZVPD) for a cluster of 3 separate species, C4H11NO2 in total at a distorted geometry.

XYZ file:
```
18
Properties=species:S:1:pos:R:3:forces:R:3:mulliken_charge:R:1
C 1.743296 1.577954 0.026281 -0.4 0.9 1.1 -0.795
C 0.948889 0.960485 0.970869 0.6 1.7 -1.0 -0.065
C 0.527171 -0.423028 0.712747 0.4 -1.3 1.0 0.828
C -0.101656 -1.154576 1.636529 -0.5 1.5 0.8 -0.914
N 1.022894 -0.991710 -0.495268 1.4 1.9 -0.3 -0.668
H 2.128044 2.665979 0.119629 -0.8 -2.1 0.0 0.219
H 2.028022 1.049434 -0.926676 -0.4 1.0 1.2 0.208
H 0.531232 1.467677 1.927599 1.0 -0.9 -1.9 0.219
H -0.435037 -0.681871 2.594511 0.2 -0.5 -1.1 0.211
H -0.356696 -2.166707 1.441082 -0.2 -0.7 0.0 0.274
H 1.152445 -1.966932 -0.624733 -0.4 -1.0 0.8 0.212
H 1.962633 -0.567800 -0.591810 -0.8 -0.7 -0.4 0.199
O -1.126131 -0.361028 -2.043345 -2.2 -0.1 -1.2 -0.701
H -1.689798 -1.060797 -2.461952 1.1 0.9 0.8 0.318
H -0.311263 -0.715374 -1.696053 0.8 -0.6 0.3 0.438
O -2.725498 0.698472 0.208368 -0.2 0.5 -0.8 -0.640
H -2.000374 0.462409 -0.399684 -0.1 -0.2 0.2 0.351
H -3.298172 1.207414 -0.398095 0.2 -0.3 0.6 0.308
```
Forces are in eV/Å.

Properties
Gap between HOMO and LUMO = 0.3446 Ha
Structure (SMILES) = C=CC(=C)N.O.O
Energy relative to the best compared isomer or geometry (same formula, charge and spin) = 53.14 kcal/mol
Total charge = 0

=====

(2)
Density functional theory data (ωB97M-V/def2-TZVPD) for a structure of composition C6H13NO2 at a distorted geometry.

XYZ file:
```
22
Properties=species:S:1:pos:R:3:forces:R:3:mulliken_charge:R:1
C 2.220098 0.011965 0.115437 -0.1 0.2 0.0 -0.779
C -0.061421 -0.570514 -1.569057 -0.1 0.3 0.2 -1.621
C -0.913520 -1.931188 0.392796 -0.1 0.3 0.1 -1.575
C -0.101910 -0.723223 -0.051764 1.6 -0.9 0.0 1.426
N 1.034000 -0.568620 0.693035 -1.3 -0.4 -1.1 -0.314
H 2.698598 -0.784915 -0.469042 -0.1 0.0 0.0 0.369
H 2.048416 0.861375 -0.550325 0.0 0.0 0.0 0.239
H 2.896343 0.309022 0.914013 0.0 0.0 0.0 0.291
H -1.079090 -0.555036 -1.961462 0.0 0.0 0.0 0.388
H 0.440048 0.334896 -1.903666 0.0 0.0 0.0 0.366
H -0.469186 -2.851208 0.003570 0.0 0.1 0.0 0.394
H 0.454662 -1.426029 -2.014426 0.0 0.0 0.0 0.392
H -1.937967 -1.849175 0.026821 0.0 0.0 0.0 0.350
H -0.942507 -1.990905 1.479147 0.0 0.0 0.0 0.353
C -0.960569 1.982797 -0.194702 0.1 -0.4 -0.5 -1.360
C -1.001359 0.782157 0.720209 0.4 1.1 2.2 0.988
O 0.376385 1.084145 1.704946 -1.2 0.2 -0.2 -0.629
O -1.978328 0.465233 1.357974 0.8 -0.2 -0.7 -0.611
H 0.187688 0.566572 2.502177 -0.1 0.1 -0.2 0.343
H -1.285007 2.834317 0.404714 0.0 -0.1 0.1 0.387
H -1.659679 1.835931 -1.018326 0.0 0.0 0.0 0.302
H 0.034305 2.182401 -0.582070 0.0 0.0 0.0 0.301
```
Forces are in eV/Å.

Properties
Gap between HOMO and LUMO (alpha / beta) = 0.2871 / 0.2870 Ha
Energy relative to the best compared isomer or geometry (same formula, charge and spin) = 106.47 kcal/mol
Total charge = 0

=====

(3)
Density functional theory data (ωB97M-V/def2-TZVPD) for a cluster of 2 separate species, C9H14 in total at a distorted geometry.

XYZ file:
```
23
Properties=species:S:1:pos:R:3:forces:R:3:mulliken_charge:R:1
C 2.242636 0.202774 0.578869 0.2 -0.1 -0.7 -1.549
C 1.037343 0.840265 -0.078642 0.9 2.3 0.8 0.751
C 0.345729 0.408540 -1.186685 0.3 -1.8 0.8 -0.206
C -0.763444 1.068324 -1.673486 0.7 0.8 -0.6 -0.467
C -0.970615 2.373623 -1.243466 -0.5 -0.6 0.2 -0.545
C -0.351533 2.820338 -0.074861 0.4 0.3 -0.2 -0.365
C 0.682237 2.086594 0.506261 -1.2 -1.3 -0.8 -0.608
H 1.911202 -0.351520 1.455629 0.4 -0.1 0.1 0.290
H 2.986522 0.961199 0.838169 -0.4 0.1 0.5 0.453
H 2.850519 -0.412384 -0.081445 -0.5 -0.6 -0.2 0.370
H 0.648769 -0.582477 -1.524731 -0.3 0.1 -0.4 0.369
H -1.350234 0.626322 -2.467101 0.0 0.1 -0.1 0.396
H -1.653985 2.991749 -1.812289 -0.3 0.1 0.4 0.353
H -0.696270 3.760968 0.335200 0.3 0.1 0.1 0.369
H 1.141750 2.312322 1.454712 0.1 0.5 0.0 0.381
C -1.116396 -2.911941 0.089682 -1.6 -0.5 -0.2 -0.931
C -0.860352 -1.849464 1.131933 0.4 0.6 0.3 -0.514
H -2.175476 -2.929028 -0.215846 0.2 0.3 0.0 0.253
H -0.560403 -2.855247 -0.836844 0.4 0.2 0.0 0.269
H -1.010656 -3.916665 0.501494 0.5 0.0 0.1 0.325
H 0.213351 -1.707830 1.254298 0.0 -0.2 0.4 0.005
H -1.324811 -2.105999 2.080465 0.2 -0.3 0.2 0.373
H -1.225884 -0.830464 0.968685 -0.2 -0.3 -0.7 0.226
```
Forces are in eV/Å.

Properties
Gap between HOMO and LUMO = 0.3664 Ha
Structure (SMILES) = Cc1ccccc1.CC
Energy relative to the best compared isomer or geometry (same formula, charge and spin) = 15.12 kcal/mol
Total charge = 0

=====

(4)
Density functional theory data (ωB97M-V/def2-TZVPD) for the ion C2H3NO3P with charge -1 at a distorted geometry.

XYZ file:
```
10
Properties=species:S:1:pos:R:3:forces:R:3:mulliken_charge:R:1
C -0.960887 -1.666214 0.533030 -0.5 -0.3 -0.5 -0.713
C -0.111833 -0.710140 0.165471 2.5 0.1 -0.9 -0.091
N 0.043167 0.646599 0.592593 -1.3 1.5 -1.5 0.217
O -0.988818 1.319084 1.088715 1.3 -1.3 -0.2 -0.651
P 0.923743 1.598399 -0.809028 0.9 1.0 0.5 0.699
O 0.796848 3.092468 -0.740429 -0.5 -1.7 0.2 -0.594
O 2.128255 1.010623 -1.476356 -0.9 -0.3 0.6 -0.606
H -0.649632 -2.665480 0.267561 -0.1 -0.2 -0.2 0.247
H -1.991692 -1.595986 0.846783 0.2 0.6 0.6 0.302
H 0.810848 -1.029354 -0.468340 -1.5 0.7 1.4 0.191
```
Forces are in eV/Å.

Properties
Gap between HOMO and LUMO (alpha / beta) = 0.2538 / 0.2537 Ha
Structure (SMILES) = C=CN([O-])P(=O)=O
Energy relative to the best compared isomer or geometry (same formula, charge and spin) = 97.56 kcal/mol
Total charge = -1